Record 1
A molecular structure, C40H36AsN6RuS2Se at a distorted geometry. Source: OMol25; level of theory: the ωB97M-V functional and the def2-TZVPD basis.

The geometry in ORCA input format:
```
! RIJCOSX wB97M-V def2-TZVPD def2/J DEFGRID3
* xyz 2 2
Ru -0.409 -0.211 0.155
S -0.691 -2.276 1.231
C 0.159 -3.197 0.024
C 0.255 -4.586 0.060
C 0.939 -5.220 -0.960
C 1.506 -4.461 -1.978
C 1.366 -3.085 -1.930
N 0.715 -2.467 -0.950
H -0.212 -5.137 0.860
H 1.031 -6.295 -0.963
H 2.056 -4.924 -2.782
H 1.794 -2.436 -2.684
N -3.663 2.116 1.602
C -4.671 1.364 2.153
C -5.647 1.969 2.952
C -6.654 1.213 3.509
C -6.711 -0.164 3.285
C -5.764 -0.780 2.494
C -4.747 -0.023 1.928
S -3.586 -0.798 0.869
N -2.353 0.311 0.758
C -2.527 1.644 0.997
C -1.480 2.517 0.614
C -1.510 3.931 0.754
C -0.419 4.677 0.401
C 0.716 4.038 -0.122
C 0.689 2.667 -0.257
N -0.352 1.916 0.092
H -3.695 3.105 1.806
H -5.587 3.031 3.135
H -7.395 1.688 4.131
H -7.489 -0.754 3.738
H -5.786 -1.845 2.316
H -2.391 4.423 1.137
H -0.430 5.749 0.515
H 1.591 4.596 -0.407
H 1.545 2.141 -0.675
C 3.014 2.588 4.177
C 3.688 2.760 2.979
C 3.405 1.947 1.893
C 2.427 0.962 1.998
C 1.708 0.840 3.187
C 2.019 1.627 4.281
As 1.977 -0.300 0.581
C 3.179 0.131 -0.890
C 2.653 0.339 -2.160
C 3.489 0.612 -3.230
C 4.857 0.690 -3.028
C 5.391 0.479 -1.764
C 4.558 0.190 -0.697
C 2.794 -1.946 1.224
C 3.588 -2.700 0.364
C 4.171 -3.876 0.802
C 3.956 -4.320 2.097
C 3.147 -3.586 2.949
C 2.558 -2.410 2.513
H 3.258 3.206 5.027
H 4.445 3.524 2.888
H 3.947 2.078 0.963
H 0.890 0.121 3.244
H 1.491 1.493 5.214
H 1.572 0.266 -2.293
H 3.074 0.763 -4.216
H 5.510 0.902 -3.859
H 6.457 0.542 -1.611
H 4.971 -0.014 0.288
H 3.762 -2.357 -0.650
H 4.794 -4.444 0.126
H 4.417 -5.234 2.440
H 2.970 -3.928 3.958
H 1.921 -1.848 3.186
C -4.331 -1.265 -2.597
N -3.689 -0.235 -3.362
C -4.297 0.551 -4.297
C -3.355 1.394 -4.795
N -2.181 1.117 -4.159
C -0.918 1.764 -4.386
C -2.393 0.120 -3.277
Se -1.060 -0.755 -2.299
H -5.182 -1.655 -3.151
H -4.680 -0.869 -1.640
H -3.626 -2.074 -2.405
H -5.335 0.440 -4.537
H -3.431 2.151 -5.549
H -0.971 2.364 -5.291
H -0.138 1.011 -4.502
H -0.663 2.406 -3.541
*
```

Values from the calculation:
HOMO energy (alpha / beta): -12.194 / -12.158 eV
LUMO (alpha / beta): -6.93 / -6.46 eV

Record 2
A gas-phase ion, C5H8NO2S (charge +1) at a distorted geometry. Source: OMol25; level of theory: the ωB97M-V functional and the def2-TZVPD basis.

The geometry in ORCA input format:
```
! RIJCOSX wB97M-V def2-TZVPD def2/J DEFGRID3
* xyz 1 1
C -0.821 -0.494 0.987
C 1.107 -0.647 -0.549
C 0.623 0.085 0.715
C -1.329 -0.206 -0.410
C 0.403 1.506 0.355
N -0.240 -0.921 -1.341
O 0.414 2.505 1.525
O 1.381 2.417 0.416
S -1.161 1.611 -0.634
H -0.696 -1.483 1.172
H -1.495 0.075 1.700
H 1.649 0.100 -0.986
H 1.759 -1.492 -0.150
H 1.363 0.105 1.513
H -2.251 -0.680 -0.778
H -0.237 -0.486 -2.194
H -0.469 -1.996 -1.342
*
```

Values from the calculation:
relative energy (zero: lowest compared OMol25 entry of this formula, charge and spin): 101.74 kcal per mole
structure (SMILES): C1[NH2+][C@H]2C[C@@H]1C1(OO1)S2
HOMO energy: -14.041 eV
LUMO: -3.74 eV

Record 3
A molecular structure, C3H2FO2Y at a distorted geometry. Source: OMol25; level of theory: the ωB97M-V functional and the def2-TZVPD basis.

The geometry in ORCA input format:
```
! RIJCOSX wB97M-V def2-TZVPD def2/J DEFGRID3
* xyz 2 1
O -0.958 1.514 -0.019
C 0.162 1.039 0.296
O 1.316 1.521 0.028
C -1.281 -0.734 -0.001
C 0.006 -0.429 0.377
H -1.602 -0.596 -1.034
H -1.826 -1.491 0.563
F 1.146 -1.084 -0.152
Y 3.037 0.259 -0.058
*
```

Values from the calculation:
relative energy (zero: lowest compared OMol25 entry of this formula, charge and spin): 103.62 kcal per mole
HOMO energy (alpha / beta): -17.394 / -16.699 eV
LUMO (alpha / beta): -12.04 / -12.05 eV

Record 4
2 unconnected molecules or ions with the total composition C5H5NO at a distorted geometry. Source: OMol25; level of theory: the ωB97M-V functional and the def2-TZVPD basis.

The geometry in ORCA input format:
```
! RIJCOSX wB97M-V def2-TZVPD def2/J DEFGRID3
* xyz 0 1
C 0.588 2.390 -0.224
C -0.087 1.401 -0.349
C 1.207 -1.272 -0.066
C -0.064 -0.903 -0.251
C -2.871 0.086 0.317
N -0.777 0.274 -0.395
O -3.349 -0.945 0.079
H 1.201 3.212 -0.107
H 1.272 -2.376 -0.164
H 2.095 -0.574 0.134
H -0.902 -1.615 -0.061
H -3.324 1.088 0.605
*
```

Values from the calculation:
relative energy (zero: lowest compared OMol25 entry of this formula, charge and spin): 142.14 kcal per mole
HOMO energy (alpha / beta): -7.649 / -7.652 eV
LUMO (alpha / beta): -1.14 / -1.13 eV

Record 5
11 unconnected molecules or ions with the total composition C76H88BrN12O12 at a distorted geometry. Source: OMol25; level of theory: the ωB97M-V functional and the def2-TZVPD basis.

The geometry in ORCA input format:
```
! RIJCOSX wB97M-V def2-TZVPD def2/J DEFGRID3
* xyz 7 1
Br 16.219 17.709 21.635
C 9.769 21.130 28.048
N 11.087 21.204 27.338
C 11.362 22.289 26.669
C 12.526 22.394 25.966
C 13.444 21.342 25.980
C 13.151 20.150 26.763
C 11.940 20.170 27.415
C 14.667 21.508 25.163
C 15.908 21.274 25.720
C 17.016 21.328 24.921
N 16.868 21.523 23.627
C 15.659 21.814 23.023
C 14.535 21.806 23.830
C 18.085 21.716 22.792
H 9.096 21.826 27.558
H 9.904 21.119 29.135
H 9.336 20.175 27.764
H 10.649 23.105 26.714
H 12.736 23.313 25.438
H 13.863 19.332 26.840
H 11.681 19.353 28.058
H 16.064 21.037 26.774
H 18.035 21.246 25.267
H 15.740 22.020 21.955
H 13.526 22.039 23.491
H 17.800 21.857 21.738
H 18.775 20.898 22.891
H 18.582 22.677 23.012
C 19.081 17.334 23.890
N 19.979 16.343 24.565
C 21.196 16.095 24.004
C 22.067 15.232 24.660
C 21.661 14.679 25.889
C 20.414 14.996 26.398
C 19.557 15.819 25.738
C 22.625 13.747 26.579
C 23.434 12.792 25.889
C 24.388 12.094 26.635
N 24.538 12.376 27.921
C 23.800 13.228 28.598
C 22.831 13.906 27.953
C 25.596 11.566 28.739
H 19.351 18.298 24.305
H 18.046 17.057 24.115
H 19.187 17.335 22.819
H 21.543 16.596 23.107
H 22.950 15.008 24.086
H 20.088 14.583 27.349
H 18.561 16.215 25.951
H 23.273 12.580 24.832
H 24.991 11.374 26.149
H 24.079 13.388 29.629
H 22.228 14.611 28.498
H 26.457 11.369 28.110
H 25.087 10.660 29.084
H 25.907 12.193 29.588
C 13.917 20.206 19.711
N 14.641 20.281 18.433
C 15.499 19.300 18.137
C 16.192 19.309 16.931
C 16.177 20.506 16.203
C 15.308 21.540 16.549
C 14.507 21.366 17.633
C 16.986 20.619 14.966
C 17.614 21.809 14.756
C 18.264 22.020 13.580
N 18.455 21.037 12.722
C 17.962 19.794 12.947
C 17.132 19.570 14.034
C 19.249 21.250 11.423
H 12.897 20.543 19.562
H 14.505 20.847 20.368
H 13.737 19.212 20.094
H 15.650 18.534 18.865
H 16.781 18.419 16.676
H 15.229 22.457 15.994
H 13.726 22.036 17.952
H 17.548 22.561 15.533
H 18.690 22.965 13.244
H 18.149 18.989 12.241
H 16.670 18.606 14.259
H 18.809 20.784 10.536
H 20.287 20.960 11.617
H 19.156 22.321 11.242
C 17.913 14.315 16.352
N 18.675 15.448 17.045
C 18.325 15.758 18.301
C 18.652 17.008 18.817
C 19.500 17.862 18.076
C 19.862 17.459 16.792
C 19.380 16.284 16.285
C 19.898 19.231 18.626
C 20.113 19.496 20.013
C 20.314 20.795 20.397
N 20.121 21.803 19.548
C 19.862 21.584 18.277
C 19.739 20.307 17.749
C 20.177 23.194 20.062
H 17.436 13.749 17.153
H 18.616 13.705 15.790
H 17.209 14.771 15.646
H 17.710 15.096 18.886
H 18.360 17.283 19.836
H 20.580 17.979 16.195
H 19.474 15.875 15.293
H 20.189 18.704 20.727
H 20.634 21.032 21.384
H 19.707 22.483 17.699
H 19.460 20.105 16.717
H 20.789 23.257 20.956
H 19.158 23.521 20.300
H 20.665 23.803 19.295
C 24.221 8.762 23.850
N 22.981 9.576 23.803
C 22.113 9.530 24.803
C 20.900 10.192 24.780
C 20.611 10.941 23.630
C 21.526 10.973 22.558
C 22.701 10.293 22.701
C 19.324 11.680 23.506
C 18.527 11.554 22.334
C 17.441 12.410 22.186
N 17.010 13.187 23.155
C 17.620 13.263 24.330
C 18.756 12.521 24.560
C 15.763 14.022 22.898
H 24.212 8.096 24.724
H 25.100 9.417 23.891
H 24.319 8.106 22.992
H 22.388 8.930 25.673
H 20.224 10.084 25.607
H 21.354 11.508 21.634
H 23.462 10.258 21.930
H 18.798 10.842 21.566
H 16.851 12.452 21.278
H 17.186 13.898 25.078
H 19.272 12.635 25.508
H 15.033 13.696 23.628
H 15.488 13.850 21.836
H 15.972 15.083 22.880
C 10.641 15.117 31.281
N 10.860 15.599 29.851
C 12.070 15.922 29.478
C 12.276 16.398 28.192
C 11.194 16.352 27.290
C 9.923 15.959 27.710
C 9.818 15.562 29.000
C 11.403 16.738 25.851
C 12.496 16.245 25.139
C 12.701 16.714 23.826
N 11.783 17.495 23.212
C 10.661 17.867 23.855
C 10.500 17.574 25.174
C 11.864 17.804 21.787
H 10.844 14.046 31.375
H 9.598 15.311 31.525
H 11.282 15.723 31.905
H 12.785 15.901 30.290
H 13.274 16.738 27.876
H 8.989 16.011 27.182
H 8.885 15.187 29.395
H 13.223 15.577 25.588
H 13.593 16.442 23.261
H 10.041 18.537 23.278
H 9.621 17.910 25.722
H 12.251 18.814 21.796
H 10.864 17.837 21.360
H 12.476 17.079 21.242
O 13.684 16.803 16.854
C 14.759 16.840 15.925
O 14.525 17.398 14.871
O 15.851 16.392 16.380
H 13.634 16.242 17.619
O 14.208 15.563 19.534
C 14.425 14.212 19.421
O 13.523 13.500 19.131
O 15.669 13.782 19.656
H 15.065 15.909 19.241
O 15.815 23.928 18.959
C 16.936 23.067 18.969
O 17.696 23.195 17.997
O 16.886 22.156 19.886
H 15.297 23.919 19.773
O 15.350 18.288 24.699
C 15.674 17.394 25.762
O 15.205 17.641 26.881
O 16.461 16.453 25.478
H 15.852 18.067 23.881
*
```

Values from the calculation:
HOMO energy: -17.700 eV
LUMO: -14.59 eV

Record 6
C6H10O in the gas phase at a distorted geometry. Source: OMol25; level of theory: the ωB97M-V functional and the def2-TZVPD basis.

The geometry in ORCA input format:
```
! RIJCOSX wB97M-V def2-TZVPD def2/J DEFGRID3
* xyz 0 1
C -2.528 0.687 -1.133
C -1.515 -0.448 -0.886
C -0.409 -0.210 0.119
C 0.699 -0.994 0.185
C 1.863 -0.757 1.026
C 2.665 0.293 0.828
O 3.156 1.097 1.846
H -2.135 1.697 -1.171
H -3.472 0.647 -0.554
H -2.913 0.454 -2.148
H -0.970 -0.494 -1.832
H -2.147 -1.334 -0.836
H -0.853 0.093 1.059
H 0.697 -1.930 -0.420
H 1.932 -1.301 1.965
H 3.158 0.565 -0.099
H 2.771 1.934 2.051
*
```

Values from the calculation:
relative energy (zero: lowest compared OMol25 entry of this formula, charge and spin): 78.70 kcal per mole
structure (SMILES): CC/C=C/C=C/O
HOMO energy: -8.538 eV
LUMO: 0.72 eV

Record 7
A molecular structure, C20H29Br27NOPSi at a distorted geometry. Source: OMol25; level of theory: the ωB97M-V functional and the def2-TZVPD basis.

The geometry in ORCA input format:
```
! RIJCOSX wB97M-V def2-TZVPD def2/J DEFGRID3
* xyz 0 1
C 0.739 -5.221 1.421
C 0.585 -3.680 1.223
C 1.381 -2.749 1.994
C 1.183 -1.342 1.796
C 0.228 -0.793 0.843
C 0.144 0.748 0.721
C 0.317 1.285 -0.743
C -1.152 1.282 1.449
C -0.576 -1.727 0.061
O -1.467 -1.192 -0.838
C -2.744 -1.867 -0.833
Si -4.156 -0.566 -0.561
P -5.206 -1.114 1.358
N -6.766 -1.395 1.086
C -0.342 -3.129 0.282
H -0.274 -5.686 1.532
H 1.281 -5.634 0.541
H 1.267 -5.441 2.381
H 2.127 -3.135 2.710
H 1.806 -0.621 2.361
H 1.014 1.162 1.296
H 1.371 1.116 -1.120
H 0.153 2.394 -0.722
H -0.397 0.845 -1.473
H -1.553 2.168 0.899
H -1.897 0.448 1.455
H -0.934 1.610 2.508
H -2.867 -2.618 -0.022
H -2.887 -2.310 -1.853
H -3.648 0.801 -0.405
H -5.140 -0.600 -1.654
H -4.547 -2.304 1.825
H -4.969 -0.097 2.341
H -6.906 -2.374 1.355
H -0.974 -3.850 -0.322
C 3.855 3.085 -2.841
Br 4.005 2.706 -0.952
Br 4.371 1.566 -3.920
Br 2.096 3.733 -3.303
H 4.555 3.884 -3.061
C 4.711 -6.321 2.208
Br 3.423 -7.579 1.505
Br 4.745 -4.683 1.184
Br 4.430 -5.983 4.091
H 5.689 -6.778 2.109
C -2.262 1.680 5.815
Br -3.183 2.961 4.697
Br -1.558 0.208 4.782
Br -0.895 2.518 6.894
H -2.997 1.268 6.497
C 2.689 8.302 -2.948
Br 2.758 7.834 -4.822
Br 0.896 8.746 -2.384
Br 3.469 6.929 -1.835
H 3.292 9.194 -2.821
C -2.425 -5.945 -2.781
Br -4.223 -5.471 -2.254
Br -1.138 -5.502 -1.404
Br -2.298 -7.797 -3.321
H -2.179 -5.344 -3.649
C 2.559 -2.463 -2.849
Br 1.282 -3.548 -3.819
Br 1.801 -1.736 -1.222
Br 4.197 -3.428 -2.496
H 2.814 -1.626 -3.489
C -8.491 1.662 0.546
Br -9.929 1.388 -0.715
Br -6.947 2.471 -0.293
Br -9.072 2.665 2.093
H -8.182 0.679 0.898
C 8.467 -3.035 -1.679
Br 7.459 -1.449 -1.227
Br 8.386 -4.354 -0.270
Br 7.915 -3.774 -3.376
H 9.503 -2.734 -1.781
C 0.381 12.280 -0.233
Br -0.426 14.002 0.108
Br 2.224 12.452 -0.797
Br 0.200 11.090 1.281
H -0.162 11.832 -1.057
*
```

Values from the calculation:
HOMO energy: -8.251 eV
LUMO: -0.30 eV

Record 8
C21H26ClN3O2 in the gas phase. Source: OMol25; level of theory: the ωB97M-V functional and the def2-TZVPD basis.

The geometry in ORCA input format:
```
! RIJCOSX wB97M-V def2-TZVPD def2/J DEFGRID3
* xyz 0 1
C -2.849 -1.112 3.900
H -2.295 -0.656 4.719
O -2.574 -0.320 2.769
C -3.163 -0.663 1.577
C -4.001 -1.748 1.389
C -4.547 -2.009 0.140
C -4.246 -1.176 -0.920
C -3.408 -0.082 -0.759
C -2.864 0.183 0.488
N -2.016 1.259 0.744
C -1.621 2.259 -0.099
O -1.961 2.344 -1.258
C -0.720 3.286 0.559
C 0.486 3.632 -0.347
N 1.537 2.652 -0.424
C 2.272 2.422 0.802
C 3.553 1.655 0.471
N 3.178 0.385 -0.111
C 4.147 -0.637 -0.140
C 5.514 -0.363 -0.112
C 6.446 -1.384 -0.110
C 6.027 -2.702 -0.138
C 4.672 -2.983 -0.144
C 3.722 -1.974 -0.135
C 2.265 -2.329 -0.077
H 1.863 -2.510 -1.074
H 2.126 -3.238 0.505
H 1.700 -1.521 0.381
H 4.341 -4.012 -0.141
H 6.749 -3.505 -0.144
H 7.500 -1.147 -0.094
H 5.855 0.661 -0.104
C 2.440 0.606 -1.342
C 1.169 1.392 -1.032
H 0.618 1.590 -1.953
H 0.528 0.784 -0.368
H 2.189 -0.350 -1.800
H 3.046 1.186 -2.057
H 4.123 1.475 1.384
H 4.153 2.271 -0.219
H 2.525 3.386 1.249
H 1.695 1.830 1.534
H 0.935 4.564 0.006
H 0.104 3.791 -1.359
H -0.380 2.956 1.541
H -1.309 4.197 0.685
H -1.704 1.290 1.706
H -3.180 0.568 -1.587
Cl -4.921 -1.494 -2.477
H -5.200 -2.855 0.002
H -4.244 -2.405 2.207
H -3.916 -1.109 4.140
H -2.507 -2.141 3.761
*
```

Values from the calculation:
relative energy (zero: lowest compared OMol25 entry of this formula, charge and spin): 26.97 kcal per mole
structure (SMILES): COc1ccc(Cl)cc1NC(=O)CCN1CCN(c2ccccc2C)CC1
HOMO energy: -8.048 eV
LUMO: 0.49 eV

Number 1: E_tot -7402.39725 Eh. Number 2: E_tot -798.31516 Eh. Number 3: E_tot -403.30631 Eh. Number 4: E_tot -323.29317 Eh. Number 5: E_tot -7080.10765 Eh. Number 6: E_tot -309.71696 Eh. Number 7: E_tot -71038.45949 Eh. Number 8: E_tot -1590.77493 Eh.